{"formula": "C39H60GaI2O17S2", "method": "ωB97M-V/def2-TZVPD", "symbols": ["C", "C", "Ga", "C", "C", "C", "S", "O", "O", "O", "C", "S", "C", "C", "C", "I", "C", "C", "I", "H", "H", "H", "H", "H", "H", "H", "H", "H", "H", "H", "H", "H", "H", "H", "H", "H", "H", "O", "C", "O", "C", "C", "C", "H", "H", "H", "H", "H", "H", "O", "C", "O", "C", "C", "C", "H", "H", "H", "H", "H", "H", "O", "C", "O", "C", "C", "C", "H", "H", "H", "H", "H", "H", "O", "C", "O", "C", "C", "C", "H", "H", "H", "H", "H", "H", "O", "C", "O", "C", "C", "C", "H", "H", "H", "H", "H", "H", "O", "C", "O", "C", "C", "C", "H", "H", "H", "H", "H", "H", "O", "C", "O", "C", "C", "C", "H", "H", "H", "H", "H", "H"], "xyz": [[-2.29978, 1.14141, 4.06554], [-1.50887, 1.65472, 3.30471], [-0.45974, 2.73103, 1.97750], [-1.68788, 3.84166, 0.82067], [-3.17331, 3.89735, 1.25332], [-4.05879, 2.92987, 0.44403], [-5.06266, 1.80151, 1.39077], [-6.10581, 1.32228, 0.52407], [-5.53193, 2.47903, 2.56782], [-4.21179, 0.54620, 1.79460], [0.69932, 4.03734, 3.00328], [-0.31234, 5.35831, 3.73913], [0.10815, 5.24063, 5.49789], [-0.66171, 4.11860, 6.19752], [0.82847, 1.49304, 0.94402], [2.79800, 1.37540, 1.74629], [0.48855, 0.79744, -0.13343], [-0.91212, 0.81527, -0.67373], [1.84110, -0.44639, -1.22978], [-2.96268, 0.83316, 4.83702], [-1.63298, 3.54057, -0.22608], [-1.32567, 4.87031, 0.83917], [-3.56541, 4.90148, 1.08164], [-3.30408, 3.71711, 2.31853], [-3.43639, 2.37769, -0.25793], [-4.80348, 3.44887, -0.15262], [-3.26630, 0.76768, 1.94236], [1.28778, 3.55248, 3.78065], [1.41722, 4.49267, 2.32150], [1.18001, 5.07184, 5.60226], [-0.10862, 6.19833, 5.96436], [-1.70757, 4.19037, 5.91688], [-0.57501, 4.23597, 7.27602], [-0.25869, 3.15744, 5.88597], [-1.13584, -0.11906, -1.18278], [-1.60634, 0.90699, 0.15847], [-1.06630, 1.61381, -1.39492], [-0.59616, 0.06823, -3.66628], [-1.43960, -0.52341, -4.26753], [-2.45284, -1.17939, -3.64322], [-3.25297, -1.88605, -4.60258], [-3.00705, -1.18193, -5.93259], [-1.56169, -0.71192, -5.76932], [-2.92846, -2.93031, -4.61664], [-4.29328, -1.84737, -4.28756], [-3.17375, -1.82215, -6.79352], [-3.66366, -0.32351, -6.02201], [-0.83990, -1.46966, -6.07932], [-1.35934, 0.22151, -6.28638], [-4.64891, -0.28641, -8.14184], [-5.51774, -0.88581, -8.70071], [-6.51343, -1.51427, -8.02949], [-7.35145, -2.24045, -8.94277], [-7.13857, -1.57373, -10.29701], [-5.68600, -1.11078, -10.19264], [-7.03691, -3.28638, -8.94137], [-8.37960, -2.18298, -8.59470], [-7.33856, -2.23684, -11.13607], [-7.79409, -0.70699, -10.38911], [-4.98299, -1.88393, -10.50621], [-5.49051, -0.19300, -10.73908], [-6.18418, 8.38428, 2.42473], [-6.65882, 7.28650, 2.49149], [-6.83387, 6.63855, 3.66203], [-7.33130, 5.30272, 3.42496], [-7.97730, 5.35689, 2.04916], [-7.11585, 6.40279, 1.34346], [-6.49275, 4.60609, 3.45131], [-8.03115, 5.04556, 4.21639], [-8.00269, 4.38676, 1.55705], [-9.00285, 5.72367, 2.13081], [-6.23352, 5.96352, 0.87516], [-7.66965, 6.98638, 0.61322], [-1.92815, 6.27219, 7.81085], [-1.95799, 7.45855, 7.92136], [-1.25386, 8.13031, 8.87415], [-1.56655, 9.53003, 8.82348], [-2.09406, 9.77588, 7.41436], [-2.76441, 8.44159, 7.09348], [-2.31656, 9.74406, 9.58925], [-0.66560, 10.09722, 9.04654], [-2.75638, 10.63690, 7.34895], [-1.25967, 9.94013, 6.73150], [-3.80108, 8.40700, 7.43122], [-2.71342, 8.18115, 6.04012], [6.18021, -1.68594, -3.87032], [5.92836, -2.35157, -2.90838], [4.79048, -2.19890, -2.18928], [4.81131, -3.05307, -1.03208], [5.79756, -4.16086, -1.37509], [6.78688, -3.43313, -2.27433], [5.12997, -2.45806, -0.17398], [3.80418, -3.41832, -0.84706], [6.25490, -4.62229, -0.50466], [5.28660, -4.94302, -1.94226], [7.58502, -2.96117, -1.70158], [7.21527, -4.07495, -3.03837], [9.33974, -4.94655, -0.86615], [9.08404, -5.60562, 0.09859], [7.94445, -5.43781, 0.82313], [7.96399, -6.29831, 1.97879], [8.94029, -7.41156, 1.62806], [9.93566, -6.69263, 0.72599], [8.29049, -5.71130, 2.83978], [6.95510, -6.65991, 2.16240], [9.38932, -7.87829, 2.50189], [8.42910, -8.18782, 1.06195], [10.74005, -6.22050, 1.29247], [10.34999, -7.34449, -0.03617], [9.95331, -9.77379, -0.16437], [9.09275, -10.36226, -0.75146], [8.04664, -10.93773, -0.11512], [7.22780, -11.65946, -1.05282], [7.53013, -11.03431, -2.40940], [8.99108, -10.61746, -2.24310], [7.50602, -12.71448, -1.00973], [6.18666, -11.55863, -0.75777], [7.34918, -11.71076, -3.24173], [6.91044, -10.14885, -2.55469], [9.68286, -11.42020, -2.50249], [9.24362, -9.72020, -2.80067]], "forces_ev_per_angstrom": [[0.0730, 0.2050, 0.2936], [-0.1273, -0.0321, -0.5685], [0.5727, 0.2867, 0.1939], [-0.5087, -0.0317, 0.0884], [0.0588, 0.0266, -0.2384], [0.6649, -0.0874, 0.2519], [-1.5379, 0.5191, -0.2775], [0.3318, -0.3174, -0.1668], [0.4421, 0.0937, 0.2577], [0.4528, 0.0739, -0.5525], [-0.0868, -0.1882, -0.1356], [0.1246, 0.2269, 0.0184], [-0.0735, -0.4381, 0.0685], [0.3545, 0.3969, -0.1473], [-0.0028, -0.1143, 0.0792], [-0.2546, 0.0806, -0.0580], [0.4180, 0.0605, 0.2161], [0.0076, -0.5656, -0.1020], [-0.1623, 0.1012, 0.0405], [-0.0929, -0.2116, -0.0401], [0.0098, 0.0077, -0.1229], [0.2952, -0.0057, 0.1198], [-0.0688, 0.0771, 0.0422], [0.0757, -0.0742, 0.1117], [-0.1628, -0.3667, 0.0056], [-0.2000, 0.0115, 0.0310], [-0.0509, 0.0691, 0.6216], [-0.0883, -0.0355, 0.1413], [0.0749, 0.1146, -0.0017], [0.1143, 0.0935, -0.1197], [-0.1365, 0.1338, -0.0804], [-0.1290, -0.1625, 0.0695], [0.0027, -0.1602, 0.0948], [-0.1441, -0.1514, -0.0181], [-0.0388, 0.0091, -0.0286], [-0.1144, 0.1896, 0.0467], [-0.0006, 0.0929, -0.0373], [-0.1411, 0.0965, -0.1296], [0.2619, -0.0755, -0.0799], [-0.0713, 0.0009, -0.0057], [-0.0523, -0.0538, -0.1163], [0.3247, -0.0583, 0.2763], [-0.4678, -0.0026, 0.0094], [0.0203, 0.0026, -0.0093], [0.0336, 0.0375, 0.1183], [-0.0090, -0.0394, 0.0146], [-0.0534, -0.0012, -0.0186], [0.0685, 0.0492, 0.0075], [0.1972, -0.0214, 0.0181], [-0.2452, 0.1331, -0.2007], [0.2416, -0.0562, -0.0953], [-0.0650, 0.0035, -0.0015], [-0.0782, -0.0362, -0.1035], [0.0979, 0.0257, -0.0516], [-0.4578, 0.0311, 0.0265], [0.0211, 0.0005, -0.0141], [0.0372, 0.0356, 0.1174], [0.0217, -0.0534, 0.0358], [-0.0197, -0.0082, 0.0115], [0.0610, 0.0438, -0.0048], [0.2017, -0.0233, 0.0141], [-0.0970, 0.0578, 0.0820], [0.2470, -0.0295, -0.1844], [-0.1199, 0.0082, 0.0207], [0.0625, -0.2389, -0.0063], [0.0008, 0.0332, -0.1288], [-0.3549, -0.1364, 0.2242], [0.0110, 0.0140, -0.0199], [0.0406, 0.1222, 0.0800], [0.1032, -0.0270, 0.0451], [-0.0017, -0.0036, 0.0146], [0.0241, 0.0405, -0.0181], [0.1839, 0.0781, -0.0886], [0.0720, 0.0661, 0.2648], [-0.3390, -0.0530, -0.1470], [0.0423, 0.0214, -0.0034], [-0.0194, 0.1121, -0.0531], [-0.0751, -0.0451, -0.0526], [0.3656, 0.3177, -0.0033], [-0.0207, -0.0037, -0.0120], [0.0522, -0.0966, 0.0533], [-0.0201, -0.0120, 0.0617], [0.0103, 0.0077, 0.0082], [-0.0257, -0.0588, -0.0499], [-0.1437, -0.1572, 0.0215], [-0.1125, -0.0300, -0.0780], [0.2159, 0.0678, 0.1766], [-0.0070, -0.0336, -0.1234], [-0.0057, -0.0985, 0.1137], [0.0177, -0.0929, -0.0009], [-0.3659, -0.1640, -0.0389], [0.0102, 0.0107, -0.0049], [-0.0695, 0.1466, -0.0707], [-0.0360, 0.1024, 0.0265], [-0.0232, 0.0240, -0.0143], [0.0736, -0.0169, -0.0716], [0.2015, 0.1501, -0.0275], [-0.2328, 0.0169, -0.0080], [0.3570, 0.0649, 0.0969], [0.1430, -0.0885, -0.0220], [0.0213, -0.0782, 0.1033], [0.0416, 0.0075, 0.0535], [-0.4087, -0.1975, 0.0658], [0.0104, 0.0309, -0.0207], [-0.0599, 0.1168, -0.0722], [-0.0156, 0.0234, 0.0219], [-0.0029, -0.0307, 0.0291], [0.0389, 0.0353, -0.0715], [0.1616, 0.1134, -0.0242], [-0.0493, -0.0119, 0.0226], [0.2754, -0.1170, -0.1120], [-0.0654, 0.0244, 0.0075], [-0.0960, -0.0427, -0.1274], [0.1006, 0.0306, -0.0357], [-0.4612, 0.0668, -0.0005], [0.0295, 0.0024, -0.0054], [0.0346, 0.0431, 0.1219], [0.0182, -0.0532, 0.0376], [-0.0198, -0.0078, 0.0062], [0.0622, 0.0406, -0.0028], [0.1995, -0.0303, 0.0250]], "gap_ha": 0.2130, "e_above_lowest_kcal_mol": 0.00, "charge": -1, "energy_ha": -6117.751539}